# 1
The following is a quantum chemistry calculation of a structure of composition C44H41BrN6O4P2PdS2, from the OMol25 dataset.

Geometry as XYZ:
```
101
Properties=species:S:1:pos:R:3:mulliken_charge:R:1
Pd 0.09 -1.27 0.35 -1.21
N 6.80 -1.35 -4.97 -0.67
C 6.31 -1.30 -3.64 1.17
C 5.44 -0.29 -3.25 -0.80
C 4.97 -0.23 -1.95 -0.11
C 5.37 -1.18 -1.02 -0.76
C 6.25 -2.18 -1.40 -0.27
C 6.72 -2.24 -2.70 -0.75
S 4.69 -1.13 0.63 1.28
O 5.67 -1.80 1.48 -0.82
O 4.46 0.28 0.89 -0.73
N 3.29 -1.84 0.58 -0.09
C 3.10 -3.14 0.33 0.20
N 4.10 -3.96 -0.08 -0.36
C 3.75 -5.20 -0.40 -0.05
C 2.46 -5.69 -0.32 -1.07
C 1.52 -4.79 0.17 0.15
N 1.82 -3.56 0.51 -0.19
H 6.14 -0.96 -5.63 0.24
H 7.02 -2.30 -5.25 0.23
H 5.12 0.45 -3.98 0.29
H 4.30 0.56 -1.63 0.43
H 6.55 -2.92 -0.66 0.43
H 7.41 -3.02 -2.99 0.25
H 4.57 -5.84 -0.74 0.37
H 2.21 -6.71 -0.60 0.37
H 0.48 -5.08 0.30 0.29
C -1.71 5.41 3.12 -0.65
S -1.35 6.10 1.50 -0.15
C -2.35 5.04 0.41 -1.23
C -1.71 3.74 -0.04 -0.18
C -1.45 2.77 1.11 -0.18
N -1.11 1.43 0.69 -0.11
P 0.46 0.71 0.86 1.58
C 1.47 1.93 -0.06 1.50
C 1.85 3.19 0.42 -0.34
C 2.50 4.09 -0.41 -0.92
C 2.78 3.76 -1.73 -0.64
C 2.41 2.51 -2.21 -0.67
C 1.77 1.60 -1.37 -1.15
C 0.88 1.09 2.61 0.69
C 2.19 1.26 3.04 -0.31
C 2.48 1.44 4.39 -0.74
C 1.46 1.44 5.33 -0.54
C 0.15 1.23 4.92 -0.65
C -0.14 1.05 3.57 -0.54
P -2.20 0.09 0.40 -0.40
C -3.80 1.06 0.72 -0.01
C -4.29 0.99 2.02 -0.15
C -5.43 1.68 2.41 -0.66
C -6.12 2.45 1.49 -0.39
C -5.67 2.51 0.18 -0.80
C -4.53 1.82 -0.20 -0.14
C -2.33 0.09 -1.44 1.62
C -1.70 1.02 -2.26 -0.09
C -1.84 0.97 -3.64 -1.10
C -2.61 -0.02 -4.22 -0.65
C -3.23 -0.97 -3.42 -0.66
C -3.08 -0.92 -2.04 -0.36
H -1.33 6.12 3.86 0.39
H -1.24 4.45 3.29 0.11
H -2.79 5.31 3.27 0.23
H -2.58 5.67 -0.46 0.47
H -3.30 4.84 0.92 0.30
H -0.76 3.94 -0.57 0.16
H -2.37 3.26 -0.76 0.02
H -2.33 2.77 1.76 0.66
H -0.63 3.15 1.72 -0.14
H 1.64 3.46 1.45 0.27
H 2.79 5.06 -0.02 0.40
H 3.28 4.46 -2.37 0.38
H 2.63 2.23 -3.23 0.55
H 1.49 0.61 -1.73 0.49
H 3.00 1.21 2.32 0.51
H 3.51 1.57 4.70 0.45
H 1.68 1.58 6.38 0.34
H -0.66 1.19 5.64 0.42
H -1.16 0.85 3.25 0.37
H -3.77 0.37 2.74 0.34
H -5.79 1.61 3.43 0.40
H -7.02 2.99 1.78 0.37
H -6.21 3.10 -0.56 0.38
H -4.19 1.88 -1.23 0.26
H -1.06 1.78 -1.80 0.31
H -1.32 1.70 -4.26 0.44
H -2.72 -0.06 -5.30 0.35
H -3.82 -1.76 -3.87 0.43
H -3.52 -1.69 -1.42 0.37
Br -5.11 -6.33 -2.73 -0.25
C -4.44 -5.81 -1.03 -0.05
C -5.01 -6.36 0.11 -0.12
N -4.59 -6.04 1.33 -0.69
C -3.59 -5.16 1.44 -0.19
C -2.96 -4.57 0.35 0.04
C -3.40 -4.91 -0.92 -0.27
C -1.82 -3.56 0.54 0.91
O -1.51 -3.28 1.70 -0.74
O -1.34 -3.12 -0.54 -0.80
H -5.82 -7.07 0.03 0.35
H -3.25 -4.90 2.43 0.49
H -2.92 -4.45 -1.78 0.51
```

Properties
2S+1   1
Strongest force on any atom   1.5 eV/A
Total charge   -2
Energy above the lowest of the compared OMol25 structures with the same formula, charge and spin   0.0 kcal/mol
HOMO   -1.2 eV
LUMO   3.677 eV

---

# 2
The following is a quantum chemistry calculation of a structure of composition C44H41F9N5O9Tl, from the OMol25 dataset.

Geometry as XYZ:
```
109
Properties=species:S:1:pos:R:3:mulliken_charge:R:1
Tl 0.33 0.32 0.23 1.48
C -1.15 4.12 -2.19 -1.54
C 0.20 4.48 -1.67 1.44
C 1.20 4.98 -2.49 -0.76
C 2.44 5.33 -1.97 -0.88
C 2.69 5.26 -0.60 -0.86
C 1.74 4.78 0.27 1.77
C 1.92 4.78 1.75 -1.52
C 0.49 4.33 -0.28 -0.49
N -0.40 3.73 0.49 0.38
C -1.33 4.08 1.37 -0.24
O -1.61 5.26 1.59 -0.74
C -2.14 2.99 2.03 0.70
C -3.48 3.29 2.24 -0.82
C -4.27 2.36 2.90 -0.53
C -3.67 1.20 3.36 -0.84
C -2.32 0.98 3.11 0.66
N -1.57 1.84 2.43 0.28
C -1.73 -0.32 3.63 -0.45
O -2.26 -0.73 4.70 -0.81
N -0.81 -0.88 2.89 0.50
C -0.45 -2.19 3.20 -0.57
C 0.84 -2.48 3.66 1.14
C 1.75 -1.34 4.03 -1.09
C 1.24 -3.80 3.85 -0.78
C 0.36 -4.85 3.62 -0.92
C -0.93 -4.56 3.20 -0.84
C -1.35 -3.25 2.98 1.53
C -2.74 -2.95 2.52 -1.49
H -1.22 3.02 -2.26 0.09
H -1.93 4.46 -1.51 0.46
H -1.31 4.54 -3.18 0.47
H 1.01 5.07 -3.56 0.37
H 3.21 5.68 -2.64 0.41
H 3.65 5.58 -0.21 0.32
H 2.87 5.25 2.02 0.42
H 1.10 5.32 2.22 0.47
H 1.89 3.76 2.15 0.07
H -3.87 4.23 1.90 0.47
H -5.32 2.55 3.07 0.37
H -4.21 0.45 3.93 0.47
H 1.57 -1.03 5.06 0.53
H 2.81 -1.61 3.93 0.34
H 1.54 -0.47 3.40 -0.19
H 2.25 -4.00 4.19 0.36
H 0.68 -5.88 3.77 0.37
H -1.64 -5.37 3.03 0.35
H -3.29 -3.87 2.31 0.43
H -3.28 -2.38 3.28 0.34
H -2.71 -2.33 1.61 0.19
C 5.00 -2.98 -4.67 -0.72
O 4.37 -4.15 -4.15 -0.51
C 3.38 -3.94 -3.25 1.10
C 2.64 -5.08 -2.87 -0.85
C 1.55 -4.97 -2.01 -0.72
C 1.14 -3.76 -1.48 -0.13
C -0.16 -3.65 -0.75 0.93
C -1.02 -4.89 -0.62 -1.89
O -0.55 -2.59 -0.32 -0.23
C 1.97 -2.59 -1.77 -0.78
O 1.80 -1.48 -1.26 -0.46
C 3.08 -2.74 -2.70 0.26
H 5.65 -3.31 -5.47 0.25
H 5.59 -2.48 -3.90 0.29
H 4.25 -2.28 -5.06 0.30
H 2.92 -6.04 -3.28 0.43
H 1.00 -5.86 -1.76 0.48
H -1.18 -5.37 -1.58 0.52
H -1.97 -4.58 -0.19 0.32
H -0.56 -5.60 0.07 0.40
H 3.64 -1.84 -2.89 0.28
C 4.91 1.52 -0.41 -1.39
C 5.18 2.02 1.01 -1.20
C 4.56 1.20 2.18 2.75
C 4.52 2.08 3.43 -1.48
C 3.91 1.41 4.66 -1.15
C 5.48 0.02 2.44 -0.09
O 6.55 0.13 3.03 -0.75
N 5.07 -1.16 1.92 0.28
C 3.86 -1.39 1.18 -0.95
O 3.79 -2.48 0.63 -0.77
N 2.93 -0.42 1.17 1.40
C 3.15 0.76 1.76 -0.98
O 2.23 1.58 1.90 -0.48
H 5.44 2.14 -1.13 0.55
H 3.85 1.56 -0.65 0.23
H 5.23 0.49 -0.54 0.28
H 4.80 3.04 1.11 0.46
H 6.26 2.06 1.19 0.38
H 3.94 2.97 3.18 0.28
H 5.55 2.39 3.64 0.45
H 2.85 1.20 4.50 0.11
H 4.00 2.05 5.53 0.52
H 4.42 0.46 4.88 0.27
H 5.68 -1.95 2.00 0.30
F 2.44 0.42 -3.41 0.07
C 1.80 1.26 -4.24 -0.05
F 2.31 1.05 -5.49 -0.35
F 2.18 2.50 -3.89 -0.19
C 0.24 1.08 -4.08 1.18
O -0.14 1.39 -2.88 -0.97
C -0.46 2.01 -5.16 0.46
F -1.78 2.05 -4.95 -0.28
F -0.03 3.28 -5.07 -0.20
F -0.28 1.63 -6.45 -0.31
C -0.12 -0.44 -4.46 0.41
F 0.83 -1.10 -5.17 -0.32
F -1.27 -0.57 -5.17 -0.35
F -0.29 -1.14 -3.33 -0.17
```

Properties
2S+1   1
Strongest force on any atom   0.5 eV/A
Total charge   -2
Energy above the lowest of the compared OMol25 structures with the same formula, charge and spin   0.0 kcal/mol
HOMO (alpha / beta)   -2.6 / -2.6 eV
LUMO (alpha / beta)   1.944 / 2.392 eV